Entry 1:
Here is a cluster of 5 separate species, C2H14O4S in total in a non-equilibrium geometry from the Open Molecules 2025 dataset. Energies are from ωB97M-V/def2-TZVPD.

Last column: natural (NBO) charge in e.
Atoms and positions in Å:
C  1.85  -1.34  2.65  -0.742
S  0.48  -0.96  1.51  0.157
C  -0.98  -1.32  2.57  -0.722
H  2.58  -1.84  2.01  0.226
H  1.60  -2.06  3.43  0.214
H  2.22  -0.46  3.15  0.215
H  -0.86  -0.99  3.60  0.213
H  -1.82  -0.86  2.06  0.231
H  -1.04  -2.41  2.55  0.210
H  1.36  2.70  -2.06  0.470
H  1.32  1.55  -3.06  0.473
O  1.93  2.16  -2.63  -0.943
H  -1.82  1.01  -3.54  0.467
H  -2.02  2.49  -3.43  0.465
O  -1.78  1.73  -2.88  -0.931
H  1.23  -3.90  -1.65  0.468
H  0.86  -4.48  -2.99  0.464
O  0.91  -3.63  -2.53  -0.933
H  -1.90  4.61  -0.27  0.468
H  -1.92  4.08  1.20  0.471
O  -2.21  3.90  0.30  -0.939

Values from the calculation:
- HOMO energy (eV) = -8.33
- frontier orbital gap (Ha) = 0.3267
- charge = 0
- SMILES string = CSC.O.O.O.O
- lowest unoccupied orbital energy (eV) = 0.56

---

Entry 2:
Here is a cluster of 5 separate species, C2H14O4S2 in total in a non-equilibrium geometry from the Open Molecules 2025 dataset. Energies are from ωB97M-V/def2-TZVPD.

Last column: natural (NBO) charge in e.
Atoms and positions in Å:
C  0.05  1.01  2.01  -0.660
C  1.39  1.18  1.33  -0.576
S  1.03  1.50  -0.42  0.638
S  1.75  -0.12  -1.34  0.063
H  -0.74  0.48  1.46  0.246
H  -0.39  1.98  2.22  0.266
H  0.09  0.49  2.97  0.270
H  2.02  0.29  1.46  0.255
H  2.02  1.90  1.87  0.283
H  0.65  -0.84  -1.63  0.205
H  -2.23  -1.22  -0.73  0.485
H  -3.37  -0.34  -1.09  0.485
O  -2.42  -0.41  -1.21  -0.969
H  -2.38  -4.39  0.31  0.480
H  -1.16  -3.46  0.30  0.485
O  -2.13  -3.46  0.44  -0.988
H  1.09  -3.20  -0.46  0.473
H  1.00  -2.96  1.04  0.483
O  0.58  -3.46  0.33  -0.929
H  -1.68  2.81  -0.19  0.469
H  -2.37  4.02  0.45  0.489
O  -1.65  3.42  0.57  -0.955

Values from the calculation:
- HOMO energy (spin up / spin down) (eV) = -13.79 / -13.79
- frontier orbital gap (spin up / spin down) (Ha) = 0.3393 / 0.1886
- charge = +1
- <S²> = 0.754
- multiplicity = 2
- lowest unoccupied orbital energy (spin up / spin down) (eV) = -4.56 / -8.66

---

Entry 3:
Here is a cluster of 5 separate species, C2H14O5 in total in a non-equilibrium geometry from the Open Molecules 2025 dataset. Energies are from ωB97M-V/def2-TZVPD.

Last column: natural (NBO) charge in e.
Atoms and positions in Å:
C  -1.21  -0.87  0.93  -0.066
O  -1.21  -0.86  2.37  -0.739
C  -0.97  -2.22  0.32  -0.651
H  -0.36  -0.25  0.68  0.175
H  -2.12  -0.40  0.55  0.166
H  -1.57  -1.70  2.68  0.465
H  0.00  -2.61  0.63  0.209
H  -0.86  -2.10  -0.77  0.235
H  -1.71  -3.01  0.42  0.202
H  0.71  3.67  -0.79  0.482
H  0.56  2.74  0.42  0.490
O  0.45  2.77  -0.54  -0.961
H  1.61  -1.14  -2.88  0.464
H  1.00  -0.03  -2.07  0.481
O  1.68  -0.72  -2.01  -0.944
H  -0.80  1.70  -1.64  0.498
H  -2.06  1.52  -2.51  0.471
O  -1.25  1.09  -2.23  -0.978
H  1.37  0.13  2.11  0.476
H  2.56  -0.61  1.45  0.477
O  2.21  0.26  1.67  -0.952

Values from the calculation:
- HOMO energy (eV) = -10.33
- frontier orbital gap (Ha) = 0.3980
- charge = 0
- SMILES string = CCO.O.O.O.O
- lowest unoccupied orbital energy (eV) = 0.50

---

Energy relative to the best compared isomer or geometry (same formula, charge and spin) (computed, eV): 1.341, 0.553, 0.733
E_tot (computed, eV): -21325.6720, -32152.7770, -12538.4243